(1)
The following is a DFT calculation (ωB97M-V/def2-TZVPD) of one molecule with the formula C15H24FO4P at a distorted geometry.

The value obtained for the HOMO energy is -9.1 eV. As for the relative energy (zero: lowest compared OMol25 entry of this formula, charge and spin): 0.079 eV. Its SMILES is CCCCOP(=O)(OCCCC)[C@@H](O)c1ccc(F)cc1.

Structure (XYZ):
```
45
C15H24FO4P, DFT ωB97M-V/def2-TZVPD
C 1.242 -3.843 -3.149
C 0.634 -3.349 -1.842
C -0.626 -2.508 -2.050
C -0.338 -1.117 -2.602
O 0.429 -0.340 -1.682
P -0.341 0.572 -0.606
O -1.674 0.070 -0.243
O 0.746 0.758 0.544
C 1.621 -0.248 1.050
C 1.058 -0.941 2.285
C -0.074 -1.910 1.955
C -0.609 -2.594 3.206
C -0.440 2.294 -1.290
O -1.601 2.327 -2.078
C -0.436 3.257 -0.140
C 0.575 4.200 -0.003
C 0.589 5.069 1.072
C -0.426 4.984 2.007
F -0.421 5.830 3.059
C -1.444 4.054 1.898
C -1.441 3.190 0.819
H 1.567 -3.013 -3.770
H 2.106 -4.473 -2.948
H 0.515 -4.428 -3.709
H 0.380 -4.211 -1.222
H 1.372 -2.754 -1.299
H -1.144 -2.380 -1.099
H -1.299 -3.018 -2.742
H 0.259 -1.164 -3.516
H -1.281 -0.608 -2.817
H 2.544 0.285 1.302
H 1.835 -0.978 0.264
H 0.699 -0.176 2.976
H 1.875 -1.482 2.769
H 0.294 -2.666 1.256
H -0.881 -1.362 1.467
H -1.415 -3.277 2.950
H 0.178 -3.161 3.700
H -0.994 -1.858 3.908
H 0.398 2.488 -1.963
H -2.325 1.964 -1.548
H 1.360 4.254 -0.743
H 1.367 5.806 1.191
H -2.216 4.012 2.649
H -2.219 2.447 0.730
```

(2)
The following is a DFT calculation (ωB97M-V/def2-TZVPD) of one molecule with the formula C15H24N2O2S at a distorted geometry.

The value obtained for the HOMO energy is -8.4 eV. As for the relative energy (zero: lowest compared OMol25 entry of this formula, charge and spin): 1.300 eV. Its SMILES is CC[C@@H](C)N1CCN(S(=O)(=O)Cc2ccccc2)CC1.

Structure (XYZ):
```
44
C15H24N2O2S, DFT ωB97M-V/def2-TZVPD
C 2.869 1.962 -1.259
C 3.755 0.892 -0.635
C 3.106 -0.497 -0.677
C 4.079 -1.558 -0.133
N 1.806 -0.491 -0.030
C 1.788 -0.233 1.396
C 0.333 -0.295 1.899
N -0.607 -0.083 0.824
S -0.729 1.510 0.313
O 0.161 2.351 1.063
O -0.714 1.600 -1.117
C -2.435 1.886 0.877
C -3.319 0.841 0.305
C -3.680 -0.273 1.053
C -4.443 -1.280 0.489
C -4.846 -1.190 -0.832
C -4.485 -0.085 -1.586
C -3.727 0.925 -1.022
C -0.519 -1.086 -0.216
C 0.928 -1.587 -0.367
H 2.658 1.722 -2.298
H 1.922 2.032 -0.731
H 3.363 2.930 -1.220
H 3.991 1.161 0.395
H 4.700 0.834 -1.182
H 2.903 -0.730 -1.729
H 4.951 -1.621 -0.777
H 4.414 -1.300 0.869
H 3.603 -2.536 -0.104
H 2.393 -0.959 1.967
H 2.180 0.770 1.565
H 0.160 0.478 2.646
H 0.108 -1.272 2.339
H -2.655 2.884 0.510
H -2.397 1.873 1.961
H -3.362 -0.348 2.083
H -4.723 -2.139 1.082
H -5.439 -1.977 -1.273
H -4.795 -0.011 -2.618
H -3.433 1.779 -1.611
H -0.853 -0.607 -1.135
H -1.202 -1.908 0.028
H 1.090 -2.467 0.283
H 1.101 -1.894 -1.399
```

(3)
The following is a DFT calculation (ωB97M-V/def2-TZVPD) of one molecule with the formula C15H24N2O4S.

The value obtained for the HOMO energy is -8.4 eV. As for the relative energy (zero: lowest compared OMol25 entry of this formula, charge and spin): 2.826 eV. Its SMILES is COc1ccc(S(=O)(=O)NCCN2CCOCC2)c(C)c1C.

Structure (XYZ):
```
46
C15H24N2O4S, DFT ωB97M-V/def2-TZVPD
C -6.618 -0.367 -0.922
O -5.497 -1.038 -0.399
C -4.367 -0.327 -0.140
C -4.245 1.041 -0.368
C -3.053 1.675 -0.078
C -1.988 0.969 0.445
S -0.514 1.960 0.669
O 0.337 1.456 1.714
O -0.902 3.339 0.735
N 0.223 1.759 -0.835
C 1.376 0.890 -0.912
C 2.655 1.553 -0.357
N 3.787 0.683 -0.142
C 3.602 -0.311 0.899
C 4.968 -0.923 1.214
O 5.533 -1.520 0.067
C 5.671 -0.576 -0.968
C 4.324 0.054 -1.333
C -2.085 -0.398 0.687
C -0.950 -1.186 1.261
C -3.283 -1.049 0.386
C -3.425 -2.523 0.623
H -6.402 0.080 -1.898
H -7.386 -1.130 -1.040
H -6.980 0.406 -0.238
H -5.064 1.615 -0.768
H -2.934 2.734 -0.238
H 0.378 2.665 -1.250
H 1.510 0.591 -1.956
H 1.133 0.009 -0.319
H 2.971 2.349 -1.040
H 2.399 2.002 0.606
H 3.190 0.174 1.785
H 2.922 -1.121 0.586
H 4.880 -1.716 1.958
H 5.638 -0.136 1.591
H 6.093 -1.114 -1.818
H 6.363 0.220 -0.656
H 4.471 0.813 -2.104
H 3.659 -0.734 -1.727
H -0.542 -1.862 0.509
H -0.168 -0.525 1.617
H -1.298 -1.794 2.094
H -3.379 -2.743 1.689
H -4.378 -2.871 0.239
H -2.623 -3.070 0.133
```

(4)
The following is a DFT calculation (ωB97M-V/def2-TZVPD) of one molecule with the formula C15H24N4O2S at a distorted geometry.

The value obtained for the HOMO energy is -9.2 eV. As for the relative energy (zero: lowest compared OMol25 entry of this formula, charge and spin): 0.972 eV. Its SMILES is CCCc1nnc(NC(=O)CCC(=O)NC2CCCCC2)s1.

Structure (XYZ):
```
46
C15H24N4O2S, DFT ωB97M-V/def2-TZVPD
C -3.755 2.388 -3.889
C -2.259 2.651 -3.785
C -1.467 1.367 -3.533
C -1.716 0.792 -2.189
N -2.294 1.397 -1.217
N -2.379 0.687 -0.096
C -1.856 -0.488 -0.207
N -1.811 -1.384 0.828
C -1.148 -2.585 0.736
O -0.612 -2.924 -0.291
C -1.141 -3.377 2.022
C -0.339 -2.652 3.116
C 1.086 -2.428 2.608
O 1.952 -3.266 2.724
N 1.270 -1.243 1.994
C 2.499 -0.895 1.307
C 3.278 0.182 2.069
C 2.581 1.539 2.012
C 2.362 1.964 0.563
C 1.524 0.923 -0.172
C 2.198 -0.447 -0.126
S -1.181 -0.841 -1.775
H -3.968 1.683 -4.690
H -4.287 3.313 -4.095
H -4.128 1.979 -2.954
H -2.070 3.347 -2.968
H -1.901 3.101 -4.713
H -1.715 0.616 -4.288
H -0.395 1.571 -3.620
H -2.298 -1.113 1.670
H -2.168 -3.542 2.357
H -0.674 -4.341 1.818
H -0.291 -3.291 3.997
H -0.808 -1.705 3.391
H 0.521 -0.571 1.945
H 3.087 -1.819 1.289
H 4.269 0.268 1.621
H 3.404 -0.136 3.105
H 3.190 2.282 2.529
H 1.619 1.488 2.528
H 1.861 2.933 0.529
H 3.329 2.067 0.067
H 1.388 1.223 -1.213
H 0.531 0.879 0.283
H 3.141 -0.398 -0.674
H 1.568 -1.197 -0.611
```

(5)
The following is a DFT calculation (ωB97M-V/def2-TZVPD) of C15H24N6V as an isolated structure at a distorted geometry.

The value obtained for the HOMO energy (spin up / spin down) is -13.1 / -12.6 eV. The net charge is +2. As for the relative energy (zero: lowest compared OMol25 entry of this formula, charge and spin): 0.704 eV. Its expectation value of S² is 0.757. The spin multiplicity is 2.

Structure (XYZ):
```
46
C15H24N6V, DFT ωB97M-V/def2-TZVPD
V 0.009 -0.146 -0.233
C -0.479 0.350 2.580
C -1.679 0.836 1.763
N -1.889 -0.101 0.647
C -2.793 0.424 -0.386
C -2.042 1.419 -1.233
C -2.637 2.332 -2.084
C -1.827 3.177 -2.836
C -0.448 3.117 -2.663
C 0.081 2.179 -1.792
C 1.555 2.059 -1.480
N 1.859 0.778 -0.809
C 2.591 0.949 0.454
C 1.618 1.277 1.590
N 0.657 0.178 1.666
N -0.707 1.324 -1.125
H -0.255 1.051 3.392
H -0.726 -0.618 3.030
H -2.563 0.922 2.407
H -1.464 1.825 1.344
H -2.307 -0.954 1.028
H -3.110 -0.410 -1.026
H -3.695 0.881 0.041
H -3.710 2.377 -2.172
H -2.254 3.885 -3.529
H 0.202 3.784 -3.210
H 2.148 2.185 -2.393
H 1.813 2.894 -0.817
H 2.437 0.215 -1.432
H 3.105 0.008 0.685
H 3.353 1.733 0.377
H 2.179 1.405 2.530
H 1.080 2.209 1.382
H 1.185 -0.652 1.955
C 0.053 -0.372 -3.947
C -0.565 -1.381 -3.053
N -0.531 -1.396 -1.728
C -1.191 -2.534 -1.332
C -1.645 -3.196 -2.433
N -1.245 -2.454 -3.504
H 0.807 0.199 -3.409
H -0.697 0.316 -4.340
H 0.528 -0.863 -4.793
H -1.277 -2.821 -0.295
H -2.204 -4.104 -2.538
H -1.418 -2.695 -4.471
```